(1)
DFT (wB97M-V/def2-TZVPD) results for one molecule with the formula C22H30N2O3.

CARTESIAN COORDINATES (ANGSTROEM)
C: -0.115 1.191 -2.774
O: 0.461 1.942 -1.724
C: -0.298 2.202 -0.628
C: 0.329 2.903 0.406
C: -0.361 3.190 1.565
C: -1.676 2.780 1.722
C: -2.308 2.094 0.697
C: -3.730 1.612 0.823
N: -3.825 0.211 0.455
C: -3.228 -0.710 1.392
C: -2.764 -2.017 0.741
C: -1.481 -1.776 -0.060
O: -1.442 -1.533 -1.248
N: -0.369 -1.863 0.701
C: 0.970 -1.656 0.195
C: 1.693 -0.529 0.941
C: 3.089 -0.353 0.406
C: 3.361 0.534 -0.542
C: 4.715 0.729 -1.150
C: 5.649 -0.434 -0.833
C: 5.549 -0.778 0.648
C: 4.141 -1.272 0.967
C: -3.917 -2.569 -0.095
C: -4.356 -1.568 -1.153
C: -4.446 -0.127 -0.700
O: -5.013 0.706 -1.384
C: -1.620 1.809 -0.476
H: 0.684 1.045 -3.499
H: -0.937 1.737 -3.246
H: -0.476 0.220 -2.424
H: 1.355 3.210 0.277
H: 0.132 3.732 2.358
H: -2.210 3.002 2.635
H: -4.377 2.157 0.129
H: -4.102 1.753 1.843
H: -3.959 -0.948 2.181
H: -2.378 -0.203 1.864
H: -2.529 -2.728 1.541
H: -0.453 -2.044 1.689
H: 1.536 -2.590 0.291
H: 0.879 -1.408 -0.863
H: 1.125 0.395 0.818
H: 1.728 -0.772 2.007
H: 2.580 1.179 -0.918
H: 4.612 0.850 -2.231
H: 5.142 1.663 -0.765
H: 6.676 -0.175 -1.096
H: 5.359 -1.306 -1.424
H: 6.281 -1.543 0.915
H: 5.763 0.115 1.239
H: 4.013 -1.358 2.050
H: 4.002 -2.273 0.545
H: -3.616 -3.501 -0.578
H: -4.750 -2.792 0.579
H: -3.629 -1.564 -1.969
H: -5.322 -1.846 -1.578
H: -2.135 1.276 -1.258

- frontier orbital gap (eV) = 9.00
- SMILES = COc1cccc(CN2C[C@H](C(=O)NCCC3=CCCCC3)CCC2=O)c1
- calculated total energy (eV) = -32424.8006
- E_HOMO (hartree) = -0.31077
- energy above the lowest of the compared OMol25 structures with the same formula, charge and spin (eV) = 1.070
- E_LUMO (eV) = 0.5

---

(2)
DFT (wB97M-V/def2-TZVPD) results for one molecule with the formula C22H30N2O4S in a non-equilibrium geometry.

CARTESIAN COORDINATES (ANGSTROEM)
C: 7.241 1.702 2.168
C: 5.996 1.172 1.523
C: 5.040 2.051 1.020
C: 3.892 1.562 0.430
C: 3.665 0.198 0.326
C: 4.612 -0.687 0.827
O: 4.526 -2.049 0.774
C: 3.354 -2.642 0.271
C: 2.161 -2.569 1.243
O: 2.259 -3.498 2.291
C: 0.842 -2.747 0.461
N: 0.636 -1.622 -0.438
C: 0.015 -1.953 -1.708
C: -1.485 -2.228 -1.579
N: -2.122 -1.056 -1.007
S: -3.808 -1.203 -0.951
O: -4.192 -1.991 0.189
O: -4.235 -1.659 -2.243
C: -4.309 0.491 -0.684
C: -5.023 0.776 0.464
C: -5.441 2.071 0.713
C: -5.145 3.084 -0.191
C: -5.576 4.496 0.064
C: -4.424 2.772 -1.338
C: -3.993 1.480 -1.609
C: -3.214 1.159 -2.840
C: -1.576 -0.732 0.295
C: -0.064 -0.504 0.170
C: 5.771 -0.188 1.421
H: 7.767 2.369 1.486
H: 7.909 0.892 2.449
H: 6.990 2.271 3.062
H: 5.201 3.116 1.095
H: 3.154 2.248 0.041
H: 2.758 -0.153 -0.138
H: 3.623 -3.690 0.104
H: 3.062 -2.194 -0.686
H: 2.166 -1.594 1.739
H: 2.361 -4.384 1.924
H: 0.031 -2.875 1.189
H: 0.912 -3.667 -0.128
H: 0.520 -2.818 -2.141
H: 0.161 -1.096 -2.373
H: -1.945 -2.400 -2.552
H: -1.658 -3.111 -0.946
H: -5.242 -0.033 1.143
H: -6.002 2.293 1.609
H: -4.723 5.093 0.386
H: -5.973 4.946 -0.843
H: -6.335 4.538 0.841
H: -4.195 3.559 -2.043
H: -3.241 1.988 -3.543
H: -2.179 0.947 -2.577
H: -3.618 0.265 -3.308
H: -2.068 0.177 0.647
H: -1.793 -1.537 1.012
H: 0.361 -0.307 1.155
H: 0.106 0.371 -0.466
H: 6.490 -0.898 1.801

- frontier orbital gap (eV) = 8.91
- SMILES = Cc1cccc(OC[C@H](O)CN2CCN(S(=O)(=O)c3ccc(C)cc3C)CC2)c1
- calculated total energy (eV) = -45305.7619
- E_HOMO (hartree) = -0.30661
- energy above the lowest of the compared OMol25 structures with the same formula, charge and spin (eV) = 1.752
- E_LUMO (eV) = 0.6

---

(3)
DFT (wB97M-V/def2-TZVPD) results for one molecule with the formula C22H30N4O2.

CARTESIAN COORDINATES (ANGSTROEM)
C: 0.513 0.878 2.944
C: 1.073 2.218 2.484
C: -0.048 3.260 2.344
N: 0.300 4.527 1.748
C: 1.336 5.311 2.370
C: 2.766 5.144 1.830
C: 3.761 5.919 2.685
C: 0.030 4.747 0.358
C: 0.786 3.895 -0.688
N: 0.237 2.567 -0.800
C: 1.003 1.454 -0.829
O: 2.226 1.515 -0.840
C: 0.224 0.202 -0.822
C: -1.100 0.052 -0.458
C: -1.401 -1.313 -0.570
C: -2.645 -1.980 -0.290
O: -3.659 -1.423 0.097
N: -2.606 -3.354 -0.495
C: -3.835 -4.067 -0.211
C: -1.498 -4.041 -0.950
C: -1.573 -5.426 -1.145
C: -0.495 -6.147 -1.609
C: 0.699 -5.505 -1.898
C: 0.803 -4.145 -1.712
C: -0.270 -3.385 -1.234
C: -0.246 -1.968 -1.010
N: 0.734 -1.036 -1.145
C: 2.095 -1.261 -1.559
H: -0.194 0.485 2.216
H: 1.314 0.153 3.067
H: -0.002 0.986 3.897
H: 1.586 2.088 1.533
H: 1.804 2.571 3.214
H: -0.860 2.831 1.753
H: -0.448 3.462 3.348
H: 1.328 5.065 3.435
H: 1.060 6.370 2.276
H: 3.040 4.089 1.820
H: 2.811 5.516 0.804
H: 3.759 5.547 3.708
H: 3.504 6.976 2.707
H: 4.768 5.819 2.286
H: 0.249 5.797 0.151
H: -1.045 4.594 0.188
H: 0.718 4.402 -1.659
H: 1.839 3.781 -0.428
H: -0.765 2.483 -0.844
H: -1.792 0.797 -0.120
H: -4.554 -3.322 0.132
H: -4.224 -4.550 -1.109
H: -3.684 -4.807 0.575
H: -2.488 -5.954 -0.934
H: -0.588 -7.213 -1.748
H: 1.544 -6.066 -2.269
H: 1.736 -3.668 -1.949
H: 2.637 -0.320 -1.482
H: 2.131 -1.612 -2.592
H: 2.573 -1.990 -0.902

- frontier orbital gap (eV) = 8.26
- SMILES = CCCN(CCC)CCNC(=O)c1cc2c(=O)n(C)c3ccccc3c2n1C
- calculated total energy (eV) = -33357.7945
- E_HOMO (hartree) = -0.28635
- energy above the lowest of the compared OMol25 structures with the same formula, charge and spin (eV) = 1.402
- E_LUMO (eV) = 0.5

---

(4)
DFT (wB97M-V/def2-TZVPD) results for a 2-piece molecular cluster, C22H30N4O4S overall in a non-equilibrium geometry.

CARTESIAN COORDINATES (ANGSTROEM)
C: -2.814 -0.891 -6.480
C: -1.745 -0.504 -5.496
C: -1.505 0.844 -5.202
C: -0.514 1.203 -4.282
C: 0.258 0.217 -3.653
C: 1.304 0.593 -2.642
S: 0.556 0.496 -0.970
C: 1.901 1.035 0.023
N: 3.139 0.955 -0.422
C: 4.177 1.373 0.400
C: 3.964 1.858 1.651
C: 2.601 1.931 2.122
O: 2.314 2.339 3.237
N: 1.609 1.535 1.276
C: 5.239 2.232 2.334
C: 6.274 2.159 1.202
C: 5.630 1.346 0.067
C: 0.017 -1.131 -3.947
C: -0.977 -1.489 -4.863
H: -2.373 -1.052 -7.468
H: -3.312 -1.813 -6.162
H: -3.570 -0.104 -6.558
H: -2.092 1.620 -5.682
H: -0.353 2.251 -4.049
H: 2.159 -0.087 -2.709
H: 1.672 1.607 -2.828
H: 0.654 1.492 1.626
H: 5.468 1.518 3.131
H: 5.186 3.237 2.764
H: 6.496 3.170 0.845
H: 7.208 1.702 1.544
H: 5.991 0.314 0.056
H: 5.824 1.801 -0.909
H: 0.592 -1.907 -3.451
H: -1.160 -2.539 -5.069
C: -3.191 0.181 4.703
N: -2.301 0.861 3.760
C: -1.793 0.387 2.617
O: -1.111 1.133 1.923
C: -2.069 -1.067 2.198
N: -2.004 -1.265 0.737
C: -2.950 -1.009 -0.163
C: -4.272 -0.421 0.291
O: -2.781 -1.269 -1.343
C: -1.085 -2.008 2.913
C: -1.430 -3.481 2.699
O: 0.225 -1.805 2.443
H: -3.433 0.855 5.527
H: -2.707 -0.705 5.117
H: -4.120 -0.106 4.208
H: -2.035 1.813 3.969
H: -3.067 -1.331 2.538
H: -1.117 -1.571 0.362
H: -4.096 0.551 0.747
H: -4.747 -1.098 0.996
H: -4.915 -0.300 -0.580
H: -1.107 -1.803 3.983
H: -0.757 -4.104 3.288
H: -2.455 -3.670 3.017
H: -1.326 -3.744 1.645
H: 0.826 -2.335 2.971

- frontier orbital gap (eV) = 8.17
- SMILES = Cc1ccc(CSc2nc3c(c(=O)[nH]2)CCC3)cc1.CNC(=O)[C@@H](NC(C)=O)[C@@H](C)O
- calculated total energy (eV) = -48288.3826
- E_HOMO (hartree) = -0.28800
- energy above the lowest of the compared OMol25 structures with the same formula, charge and spin (eV) = 0.493
- E_LUMO (eV) = 0.3

---

(5)
DFT (wB97M-V/def2-TZVPD) results for C22H30N4O5S as an isolated structure in a non-equilibrium geometry.

CARTESIAN COORDINATES (ANGSTROEM)
C: 3.981 4.200 -0.008
C: 2.946 3.772 0.816
H: 2.767 4.619 1.574
H: 3.049 2.786 1.273
O: 1.640 3.457 -0.124
C: 0.475 3.145 0.731
O: 0.374 3.011 2.051
C: -0.619 2.922 -0.351
C: -1.745 2.289 0.240
C: -2.680 1.738 -0.476
C: -2.741 2.208 -1.819
C: -1.710 2.782 -2.490
C: -0.532 2.935 -1.714
H: 0.324 3.691 -2.001
H: -1.591 2.836 -3.582
H: -3.547 1.604 -2.337
N: -3.672 0.853 0.220
C: -4.541 0.013 -0.313
O: -4.650 0.082 -1.639
C: -5.013 -0.913 0.744
H: -5.981 -1.385 0.212
H: -5.216 -0.416 1.768
C: -3.937 -1.972 0.740
N: -2.666 -1.510 1.028
C: -1.662 -1.173 -0.331
C: -0.532 -0.678 0.546
C: -1.014 -0.741 1.899
N: -2.193 -0.911 2.018
C: -0.361 0.030 3.134
H: -0.898 0.111 3.960
H: 0.099 1.160 2.682
H: 0.552 -0.566 3.158
S: 0.892 -0.137 -0.221
O: 0.522 0.197 -1.570
O: 1.596 0.606 0.632
N: 1.687 -1.449 -0.430
C: 2.736 -1.564 -1.623
C: 3.214 -2.953 -1.506
C: 3.694 -3.601 -0.479
C: 2.479 -3.521 0.639
C: 2.178 -2.302 0.942
H: 1.109 -2.150 1.706
H: 2.800 -1.652 1.250
H: 1.714 -4.396 0.207
H: 2.841 -4.010 1.414
H: 4.190 -4.731 -0.717
H: 4.653 -3.203 -0.061
H: 2.530 -3.703 -2.159
H: 4.044 -2.816 -2.613
H: 2.155 -1.018 -2.280
H: 3.562 -0.902 -1.119
C: -1.751 -1.697 -1.561
H: -2.534 -1.347 -2.033
H: -0.895 -1.355 -1.958
H: -1.586 -2.891 -1.501
H: -4.105 -2.648 1.739
H: -3.979 -2.723 -0.311
H: -3.657 0.963 1.224
H: -1.681 2.212 1.427
H: 4.992 4.289 0.777
H: 4.140 3.379 -0.952
H: 3.752 5.143 -0.476

- frontier orbital gap (eV) = 8.66
- calculated total energy (eV) = -50315.0112
- E_HOMO (hartree) = -0.30624
- energy above the lowest of the compared OMol25 structures with the same formula, charge and spin (eV) = 22.081
- E_LUMO (eV) = 0.3

---

(6)
DFT (wB97M-V/def2-TZVPD) results for one molecule with the formula C22H30N4OS.

CARTESIAN COORDINATES (ANGSTROEM)
C: 0.082 -1.726 -0.073
C: 0.788 -0.688 0.731
C: 2.037 -0.215 0.422
C: 2.777 -0.480 -0.822
O: 2.325 -1.188 -1.706
N: 4.008 0.091 -0.900
C: 4.634 0.287 -2.183
C: 4.263 1.666 -2.768
C: 2.767 1.806 -2.828
C: 2.082 2.348 -1.829
C: 0.588 2.432 -1.769
C: -0.053 2.112 -3.116
C: 0.627 0.899 -3.738
C: 2.088 1.223 -4.034
S: 2.694 0.840 1.662
C: 1.292 0.589 2.642
N: 1.200 1.033 3.888
C: 0.115 0.640 4.519
N: -0.921 0.013 3.998
C: -0.902 -0.316 2.704
N: -2.061 -0.775 2.152
C: -2.509 -0.182 0.902
C: -3.359 -1.152 0.076
C: -4.148 -2.083 1.000
C: -4.440 -1.368 2.314
C: -3.140 -1.113 3.086
C: -2.730 -2.349 3.886
C: 0.315 -0.178 1.978
H: -0.697 -2.193 0.523
H: 0.797 -2.476 -0.401
H: -0.349 -1.296 -0.976
H: 4.272 0.742 -0.175
H: 5.718 0.199 -2.075
H: 4.268 -0.509 -2.834
H: 4.698 1.753 -3.765
H: 4.689 2.445 -2.131
H: 2.601 2.751 -0.968
H: 0.237 1.720 -1.012
H: 0.289 3.428 -1.431
H: 0.062 2.968 -3.785
H: -1.122 1.930 -2.986
H: 0.595 0.059 -3.043
H: 0.116 0.603 -4.657
H: 2.155 1.939 -4.861
H: 2.609 0.315 -4.342
H: 0.044 0.895 5.568
H: -1.645 0.158 0.333
H: -3.108 0.709 1.142
H: -2.735 -1.741 -0.595
H: -4.041 -0.564 -0.540
H: -3.566 -2.982 1.206
H: -5.077 -2.393 0.520
H: -4.954 -0.427 2.105
H: -5.102 -1.970 2.937
H: -3.283 -0.281 3.790
H: -2.550 -3.193 3.225
H: -1.824 -2.145 4.447
H: -3.517 -2.613 4.587

- frontier orbital gap (eV) = 8.36
- SMILES = Cc1c(C(=O)NCCC2=CCCCC2)sc2ncnc(N3CCCC[C@H]3C)c12
- calculated total energy (eV) = -42145.4606
- E_HOMO (hartree) = -0.30106
- energy above the lowest of the compared OMol25 structures with the same formula, charge and spin (eV) = 0.585
- E_LUMO (eV) = 0.2

---

(7)
DFT (wB97M-V/def2-TZVPD) results for one molecule with the formula C22H30N6O3 in a non-equilibrium geometry.

CARTESIAN COORDINATES (ANGSTROEM)
C: -5.296 -0.447 -0.355
N: -4.054 0.273 -0.126
C: -3.162 -0.266 0.805
O: -3.436 -1.255 1.459
C: -1.959 0.505 0.864
C: -1.798 1.689 0.163
N: -0.593 2.237 0.425
C: -0.008 1.397 1.265
C: 1.367 1.591 1.804
N: 2.301 0.691 1.140
C: 3.560 0.563 1.850
C: 4.429 -0.481 1.153
N: 4.688 -0.064 -0.209
C: 5.640 -0.908 -0.904
C: 6.447 -0.113 -1.932
O: 7.476 0.571 -1.253
C: 3.432 0.070 -0.919
C: 2.568 1.114 -0.224
N: -0.791 0.339 1.573
C: -0.441 -0.861 2.285
C: 0.299 -1.839 1.354
C: -0.578 -2.179 0.182
C: -0.531 -1.410 -0.975
C: -1.417 -1.641 -2.012
C: -2.357 -2.652 -1.908
C: -2.397 -3.437 -0.768
C: -1.516 -3.199 0.271
N: -2.756 2.166 -0.676
C: -2.550 3.407 -1.389
C: -3.910 1.437 -0.868
O: -4.772 1.796 -1.642
H: -5.278 -1.335 0.273
H: -6.146 0.185 -0.098
H: -5.370 -0.722 -1.406
H: 1.372 1.362 2.873
H: 1.641 2.649 1.668
H: 3.358 0.240 2.875
H: 4.107 1.519 1.880
H: 5.381 -0.563 1.681
H: 3.915 -1.459 1.191
H: 6.356 -1.301 -0.180
H: 5.146 -1.759 -1.403
H: 6.876 -0.806 -2.672
H: 5.792 0.594 -2.456
H: 7.907 1.181 -1.860
H: 3.629 0.388 -1.945
H: 2.887 -0.893 -0.954
H: 1.618 1.234 -0.748
H: 3.096 2.083 -0.240
H: -1.373 -1.315 2.633
H: 0.191 -0.605 3.138
H: 0.542 -2.737 1.925
H: 1.222 -1.358 1.021
H: 0.201 -0.619 -1.059
H: -1.378 -1.026 -2.900
H: -3.055 -2.827 -2.713
H: -3.127 -4.227 -0.682
H: -1.566 -3.801 1.166
H: -1.627 3.348 -1.965
H: -3.403 3.558 -2.047
H: -2.470 4.231 -0.679

- frontier orbital gap (eV) = 8.79
- SMILES = Cn1c(=O)c2c(nc(CN3CCN(CCO)CC3)n2CCc2ccccc2)n(C)c1=O
- calculated total energy (eV) = -38385.7209
- E_HOMO (hartree) = -0.29674
- energy above the lowest of the compared OMol25 structures with the same formula, charge and spin (eV) = 0.025
- E_LUMO (eV) = 0.7

---

(8)
DFT (wB97M-V/def2-TZVPD) results for C22H30N7PSTeZr as an isolated structure in a non-equilibrium geometry.

CARTESIAN COORDINATES (ANGSTROEM)
Zr: 0.239 0.902 0.474
N: -1.869 4.384 -0.463
C: -0.832 3.648 -0.047
S: -0.856 2.977 1.571
N: 0.207 3.479 -0.846
N: 1.108 2.614 -0.373
C: 2.397 2.729 -0.466
C: 3.143 1.773 0.322
C: 4.533 1.833 0.460
C: 5.168 0.952 1.317
C: 4.396 0.039 2.031
C: 3.022 0.055 1.875
N: 2.390 0.892 1.044
H: -2.503 4.774 0.223
H: -1.771 4.883 -1.337
H: 2.882 3.534 -1.014
H: 5.083 2.584 -0.084
H: 6.238 0.992 1.449
H: 4.842 -0.653 2.726
H: 2.410 -0.622 2.468
C: -5.605 -0.091 0.953
N: -4.840 -1.077 0.206
C: -4.937 -0.799 -1.218
N: -4.467 0.542 -1.522
C: -5.236 1.510 -0.762
N: -5.135 1.253 0.662
C: -3.836 1.522 1.189
P: -2.487 0.404 0.435
C: -3.492 -1.208 0.657
C: -3.056 0.687 -1.361
H: -5.521 -0.291 2.025
H: -6.654 -0.170 0.660
H: -5.979 -0.889 -1.531
H: -4.353 -1.532 -1.776
H: -6.281 1.424 -1.062
H: -4.879 2.519 -0.981
H: -3.848 1.370 2.275
H: -3.579 2.569 0.991
H: -3.483 -1.470 1.725
H: -3.008 -2.012 0.089
H: -2.564 -0.062 -1.999
H: -2.733 1.695 -1.676
C: 4.336 -4.445 0.517
C: 3.513 -3.276 0.101
C: 3.918 -2.480 -0.961
C: 3.115 -1.477 -1.485
C: 3.616 -0.708 -2.664
C: 1.841 -1.260 -0.939
Te: 0.413 -0.093 -2.104
C: 1.461 -1.977 0.208
C: 0.134 -1.769 0.917
C: 2.310 -2.958 0.720
H: 5.395 -4.210 0.456
H: 4.149 -5.276 -0.165
H: 4.093 -4.782 1.519
H: 4.860 -2.696 -1.441
H: 4.681 -0.877 -2.805
H: 3.429 0.362 -2.547
H: 3.108 -1.043 -3.569
H: 0.133 -0.848 1.581
H: -0.065 -2.618 1.575
H: -0.691 -1.719 0.188
H: 1.995 -3.515 1.592

- frontier orbital gap (eV) = 5.54
- calculated total energy (eV) = -62415.3985
- E_HOMO (hartree) = -0.48858
- charge = +2
- energy above the lowest of the compared OMol25 structures with the same formula, charge and spin (eV) = 1.287
- E_LUMO (eV) = -7.8